139
Properties=species:S:1:pos:R:3:forces:R:3:lowdin_charge:R:1 method="wB97M-V/def2-TZVPD" energy_ha=-4866.317928 fmax_ev_per_a=1.1
C 9.408 -2.672 -4.568 -0.023 0.042 0.229 -0.11
O 8.605 -2.101 -5.577 0.197 -0.231 -0.148 -0.19
C 9.188 -1.041 -6.305 -0.269 0.326 -0.192 -0.23
C 8.818 0.344 -5.741 0.178 -0.265 0.209 -0.18
C 8.159 1.244 -6.780 0.064 -0.011 0.081 -0.22
C 7.859 2.657 -6.279 -0.223 -0.527 0.124 -0.21
C 6.862 2.645 -5.118 0.580 0.341 -0.097 -0.20
C 6.442 4.058 -4.709 -0.576 -0.227 -0.128 -0.16
C 5.792 4.179 -3.303 -0.198 0.018 -0.681 -0.11
C 5.081 2.918 -2.906 0.101 -0.115 0.454 -0.11
C 3.837 2.598 -3.442 -0.027 -0.140 0.073 -0.19
O 3.238 3.478 -4.313 -0.027 -0.034 -0.054 0.06
C 3.223 1.387 -3.121 0.180 0.111 -0.052 0.01
C 3.861 0.485 -2.248 0.069 0.213 -0.008 -0.01
C 5.100 0.812 -1.680 -0.059 -0.127 -0.289 -0.10
C 5.832 -0.070 -0.697 0.100 0.063 0.348 -0.07
C 5.602 0.310 0.762 -0.006 -0.008 -0.016 -0.41
C 4.253 0.856 1.135 0.112 -0.273 0.155 -0.02
N 6.474 0.155 1.667 -0.009 -0.024 0.048 0.14
C 5.688 2.036 -2.010 0.013 -0.178 0.083 0.02
B 7.076 2.498 -1.401 0.049 -0.138 0.235 -0.64
O 7.044 3.236 -0.254 -0.258 0.395 -0.391 0.20
O 8.284 2.165 -2.010 -0.175 0.410 -0.100 0.15
C 3.166 -0.805 -1.956 -0.046 -0.008 -0.016 -0.25
O 3.762 -1.831 -1.702 0.068 -0.049 0.023 0.11
C 1.671 -0.788 -1.999 -0.258 -0.043 0.105 -0.02
C 0.890 -1.661 -1.230 0.008 -0.140 -0.040 -0.13
C 1.435 -2.713 -0.292 -0.410 0.134 -0.039 -0.12
C 1.472 -4.127 -0.916 0.564 -0.021 0.055 -0.13
C 1.739 -4.206 -2.410 -0.134 -0.575 -0.098 -0.15
O 0.459 -4.344 -3.078 -0.023 0.827 -0.033 -0.02
C 0.484 -4.058 -4.405 0.315 -0.290 -0.273 -0.53
C -0.715 -3.282 -4.866 -0.158 -0.406 -0.099 0.02
O 1.396 -4.378 -5.126 -0.143 0.260 0.352 0.11
C -0.497 -1.573 -1.349 -0.008 0.119 -0.128 -0.02
C -1.103 -0.657 -2.197 0.282 -0.100 -0.141 -0.27
P -2.883 -0.590 -2.276 -0.586 -0.067 0.870 0.19
O -3.216 -1.256 -3.690 0.149 0.174 -0.171 -0.19
O -3.172 0.979 -2.450 -0.044 -0.080 -0.166 -0.19
S -3.863 -1.340 -0.784 0.136 0.072 -0.297 0.29
C -0.321 0.196 -2.971 -0.072 -0.135 -0.082 0.01
C 1.055 0.123 -2.862 0.019 0.055 0.088 -0.07
C 1.897 1.026 -3.703 0.031 -0.100 0.014 -0.27
O 1.502 1.410 -4.776 -0.066 0.095 -0.023 0.15
H 10.453 -2.363 -4.650 0.025 0.014 -0.055 0.08
H 9.046 -2.389 -3.576 0.009 0.055 0.011 0.08
H 9.365 -3.760 -4.644 -0.049 -0.007 -0.049 0.08
H 10.273 -1.161 -6.380 0.038 -0.089 0.071 0.11
H 8.791 -1.119 -7.321 -0.016 -0.065 -0.001 0.12
H 9.703 0.829 -5.315 -0.010 0.085 -0.042 0.12
H 8.144 0.151 -4.904 -0.075 0.105 -0.018 0.11
H 8.804 1.298 -7.662 -0.002 0.011 -0.029 0.11
H 7.230 0.760 -7.098 -0.020 0.056 -0.081 0.12
H 7.451 3.233 -7.113 0.136 0.216 0.054 0.11
H 8.793 3.104 -5.928 0.005 0.244 -0.187 0.11
H 7.346 2.149 -4.275 -0.213 -0.193 -0.011 0.09
H 5.989 2.067 -5.429 -0.051 -0.096 0.244 0.13
H 5.671 4.368 -5.417 0.184 0.187 -0.131 0.11
H 7.281 4.750 -4.793 0.029 0.037 0.069 0.10
H 5.061 4.983 -3.390 0.128 0.175 0.317 0.12
H 6.527 4.462 -2.551 0.003 0.031 0.038 0.09
H 2.860 4.213 -3.819 0.029 0.047 -0.023 0.13
H 6.910 -0.018 -0.874 -0.004 0.021 -0.147 0.12
H 5.551 -1.113 -0.800 -0.052 0.003 -0.106 0.12
H 3.459 0.232 0.718 -0.057 0.101 -0.114 0.07
H 4.160 0.845 2.218 0.013 0.144 0.000 0.08
H 4.148 1.872 0.754 -0.118 0.012 -0.027 0.09
H 7.342 -0.215 1.277 0.025 0.020 -0.016 0.05
H 7.835 3.769 -0.116 0.237 -0.367 0.311 0.10
H 8.653 2.907 -2.503 0.166 -0.094 -0.087 0.09
H 0.756 -2.745 0.562 0.061 -0.005 0.066 0.12
H 2.407 -2.419 0.088 0.106 -0.090 -0.090 0.10
H 2.271 -4.685 -0.423 -0.051 0.017 0.110 0.12
H 0.551 -4.666 -0.701 -0.088 0.043 -0.076 0.12
H 2.241 -3.328 -2.805 0.054 0.035 0.031 0.11
H 2.357 -5.071 -2.647 -0.024 -0.023 -0.035 0.13
H -0.437 -2.232 -4.957 0.027 0.031 0.113 0.09
H -1.546 -3.382 -4.175 -0.029 0.084 0.041 0.07
H -1.001 -3.633 -5.856 -0.001 0.042 -0.005 0.09
H -1.125 -2.239 -0.771 0.014 0.017 0.083 0.10
H -4.172 -1.316 -3.821 0.003 -0.144 -0.028 0.08
H -4.012 1.183 -2.010 0.063 0.165 0.042 0.06
H -0.769 0.903 -3.656 0.047 0.048 -0.023 0.13
C -6.451 1.224 3.337 -0.008 -0.037 0.096 0.07
C -5.908 1.776 2.244 0.058 -0.061 0.141 -0.24
C -6.691 1.950 0.967 -0.332 -0.105 -0.160 -0.32
O -6.129 2.478 0.022 0.286 0.002 0.072 0.08
C -8.059 1.481 0.928 0.054 0.065 -0.092 0.07
C -8.607 0.921 2.018 -0.055 0.009 -0.084 -0.23
C -7.829 0.771 3.307 0.165 0.057 0.059 -0.31
O -8.402 0.278 4.259 -0.070 -0.013 -0.011 0.11
O -9.848 0.471 2.044 0.055 0.048 0.052 0.12
O -4.656 2.210 2.194 -0.020 0.055 -0.089 0.11
H -5.897 1.099 4.257 0.015 0.007 -0.007 0.13
H -8.605 1.598 0.003 -0.024 -0.008 0.011 0.13
H -10.032 0.086 2.924 -0.015 -0.137 0.032 0.08
H -4.521 2.557 1.292 -0.021 -0.001 -0.038 0.12
C 10.053 6.904 0.442 0.016 0.048 0.107 0.08
C 9.864 6.017 -0.542 0.089 0.046 0.049 -0.23
C 9.164 6.381 -1.831 -0.160 0.228 -0.077 -0.30
O 9.040 5.497 -2.666 0.030 -0.270 0.096 0.09
C 8.670 7.727 -1.999 -0.011 -0.086 -0.128 0.08
C 8.859 8.620 -1.015 -0.056 0.031 -0.091 -0.23
C 9.575 8.263 0.268 0.086 -0.184 0.094 -0.31
O 9.706 9.149 1.088 -0.040 0.075 -0.021 0.12
O 8.445 9.872 -1.072 0.005 -0.002 0.000 0.13
O 10.265 4.752 -0.477 -0.098 -0.020 0.039 0.11
H 10.553 6.653 1.367 0.010 -0.020 -0.011 0.14
H 8.158 7.972 -2.919 0.007 0.023 0.004 0.14
H 8.717 10.291 -0.231 0.020 -0.007 0.033 0.12
H 10.037 4.347 -1.335 0.061 -0.017 -0.038 0.10
C -12.685 -3.348 6.375 -0.139 -0.082 0.098 0.08
C -11.797 -2.484 5.862 0.057 -0.022 0.135 -0.22
C -11.814 -2.078 4.410 -0.156 -0.098 -0.175 -0.29
O -10.967 -1.271 4.066 0.028 0.102 -0.024 0.09
C -12.804 -2.656 3.530 0.106 0.118 -0.084 0.08
C -13.693 -3.522 4.038 -0.006 0.017 -0.107 -0.23
C -13.691 -3.910 5.500 0.138 0.050 0.221 -0.30
O -14.557 -4.692 5.854 -0.060 -0.034 -0.076 0.10
O -14.640 -4.108 3.326 0.006 0.010 -0.003 0.12
O -10.833 -1.912 6.570 -0.032 -0.009 -0.023 0.12
H -12.687 -3.651 7.416 0.034 0.067 -0.174 0.10
H -12.797 -2.368 2.488 -0.023 -0.011 0.000 0.14
H -15.134 -4.676 3.951 -0.003 -0.011 0.053 0.12
H -10.336 -1.337 5.954 0.016 0.016 -0.028 0.12
C -12.429 -5.672 12.638 -0.034 -0.055 0.126 0.07
C -11.987 -5.140 11.490 0.062 -0.007 0.089 -0.23
C -12.873 -5.009 10.274 -0.246 -0.068 -0.095 -0.29
O -12.375 -4.495 9.286 0.152 -0.022 0.182 0.08
C -14.233 -5.492 10.342 0.006 0.047 -0.118 0.08
C -14.675 -6.027 11.490 -0.057 0.012 -0.094 -0.23
C -13.798 -6.140 12.716 0.241 0.059 0.047 -0.31
O -14.305 -6.627 13.709 -0.090 -0.040 -0.007 0.11
O -15.898 -6.499 11.658 -0.011 0.003 -0.002 0.12
O -10.757 -4.684 11.316 0.003 0.002 0.006 0.12
H -11.805 -5.769 13.514 0.015 0.016 -0.009 0.14
H -14.850 -5.406 9.458 -0.012 -0.008 0.012 0.14
H -15.942 -6.819 12.581 0.029 0.001 0.039 0.12
H -10.712 -4.351 10.398 -0.031 0.008 -0.034 0.12

=====

118
Properties=species:S:1:pos:R:3:forces:R:3:lowdin_spin:R:1 method="wB97M-V/def2-TZVPD" fmax_ev_per_a=0.9 s2=2.025 total_charge=-1 de_lowest_kcal_mol=4.2 spin_multiplicity=3
Mo -1.872 -2.625 -0.682 0.312 -0.682 -0.333 1.69
C 0.438 -2.465 5.580 -0.017 -0.008 0.055 0.00
C 1.409 -2.321 4.443 0.048 -0.008 -0.032 0.00
C 1.644 -3.372 3.566 -0.046 0.018 0.036 0.00
C 2.474 -3.230 2.463 -0.072 0.056 -0.057 0.00
C 2.736 -4.406 1.563 0.102 -0.036 0.082 0.00
C 3.047 -1.977 2.207 -0.009 -0.100 0.011 0.00
C 2.909 -0.939 3.133 0.012 -0.028 0.063 0.00
C 3.643 0.371 2.995 -0.035 0.073 -0.064 0.00
C 2.086 -1.128 4.237 0.022 0.001 0.019 0.00
C 3.793 -1.731 0.939 0.060 -0.005 0.006 0.00
C 5.123 -2.122 0.839 0.027 0.028 0.057 0.00
C 5.864 -1.820 -0.290 0.002 0.012 -0.055 0.00
C 5.282 -1.094 -1.315 0.026 0.013 0.024 0.00
C 3.950 -0.693 -1.237 0.058 -0.036 -0.015 0.00
C 3.183 -1.044 -0.123 0.052 0.047 -0.002 0.01
Ge 1.227 -0.815 -0.104 0.040 -0.060 -0.093 0.02
S 0.445 -2.861 -0.304 -0.074 -0.008 0.065 0.04
S 0.386 0.361 1.589 0.055 0.002 0.125 0.01
Ge -1.148 0.842 0.023 0.209 0.204 -0.005 0.03
S -2.680 -0.702 0.274 -0.711 0.483 0.383 0.06
S 0.256 0.478 -1.667 -0.010 0.031 -0.226 0.01
C -1.842 2.685 0.055 -0.056 0.067 0.003 0.01
C -1.631 3.539 1.144 -0.067 0.105 0.059 0.00
C -2.075 4.859 1.090 -0.033 -0.010 0.053 0.00
C -2.738 5.343 -0.022 0.006 -0.013 -0.014 0.00
C -2.963 4.498 -1.095 -0.055 0.023 0.028 0.00
C -2.532 3.177 -1.065 0.051 0.042 -0.055 0.00
C -2.807 2.321 -2.254 0.027 0.043 -0.043 0.00
C -3.914 1.475 -2.283 -0.015 -0.059 -0.003 0.00
C -4.944 1.450 -1.185 -0.034 -0.054 0.046 0.00
C -4.104 0.653 -3.391 0.016 -0.062 0.009 0.00
C -3.241 0.674 -4.470 0.067 0.030 0.018 0.00
C -3.413 -0.268 -5.625 -0.014 -0.045 -0.017 0.00
C -2.185 1.582 -4.453 -0.035 0.012 -0.002 0.00
C -1.962 2.417 -3.372 -0.022 -0.057 0.001 0.00
C -0.843 3.421 -3.419 0.030 -0.008 -0.003 0.00
C -0.965 3.107 2.405 0.091 -0.037 -0.004 0.00
C -1.674 2.380 3.360 0.000 -0.062 -0.023 0.00
C -3.094 1.950 3.117 -0.093 -0.001 0.016 0.00
C -1.029 2.004 4.535 0.039 -0.017 0.019 0.00
C 0.296 2.329 4.775 0.000 0.021 -0.040 0.00
C 0.983 1.907 6.043 0.037 0.038 0.058 0.00
C 0.985 3.050 3.804 0.024 0.000 0.045 0.00
C 0.377 3.440 2.622 0.002 0.000 0.030 0.00
C 1.175 4.138 1.555 0.013 0.025 0.015 0.00
C 3.426 0.177 -2.331 -0.065 0.038 0.030 0.00
C 2.856 -0.360 -3.480 -0.039 0.007 -0.023 0.00
C 2.614 -1.837 -3.637 0.002 -0.047 -0.010 0.00
C 2.438 0.505 -4.491 0.021 -0.008 -0.046 0.00
C 2.570 1.876 -4.379 0.015 0.035 0.064 0.00
C 2.166 2.797 -5.497 -0.006 0.019 -0.051 0.00
C 3.099 2.395 -3.198 0.026 -0.025 -0.063 0.00
C 3.524 1.569 -2.173 0.011 -0.016 -0.016 0.00
C 4.020 2.168 -0.884 0.006 0.012 0.005 0.00
H 0.081 -3.491 5.664 0.002 -0.015 0.010 0.00
H -0.433 -1.825 5.423 -0.009 0.024 -0.021 0.00
H 0.893 -2.180 6.530 -0.005 0.010 0.013 0.00
H 1.139 -4.318 3.723 0.014 -0.028 0.012 0.00
H 2.131 -5.260 1.868 -0.017 0.005 -0.021 0.00
H 3.788 -4.702 1.599 0.005 0.008 0.034 0.00
H 2.492 -4.173 0.531 0.041 -0.026 -0.070 0.00
H 4.346 0.367 2.164 -0.005 -0.010 0.001 0.00
H 4.206 0.571 3.911 -0.013 0.030 -0.007 0.00
H 2.947 1.200 2.840 -0.028 -0.052 0.007 0.00
H 1.945 -0.305 4.930 -0.001 -0.150 -0.066 0.00
H 5.578 -2.647 1.671 -0.004 -0.010 0.000 0.00
H 6.899 -2.128 -0.361 0.022 -0.014 -0.008 0.00
H 5.858 -0.818 -2.190 0.008 0.009 -0.006 0.00
H -1.907 5.498 1.949 0.016 0.001 -0.001 0.00
H -3.087 6.368 -0.048 0.007 0.012 -0.009 0.00
H -3.489 4.854 -1.974 -0.011 -0.008 -0.003 0.00
H -4.667 2.075 -0.338 0.024 -0.026 0.017 0.00
H -5.092 0.433 -0.821 0.001 0.040 -0.023 0.00
H -5.900 1.815 -1.571 -0.011 0.013 0.000 0.00
H -4.938 -0.041 -3.390 -0.018 0.001 -0.005 0.00
H -4.400 -0.731 -5.613 -0.003 -0.005 -0.006 0.00
H -2.675 -1.071 -5.569 -0.001 -0.005 0.010 0.00
H -3.283 0.249 -6.577 0.010 -0.010 -0.023 0.00
H -1.513 1.631 -5.303 0.019 0.005 -0.022 0.00
H -0.297 3.326 -4.356 -0.072 -0.009 0.041 0.00
H -0.134 3.278 -2.603 0.048 -0.041 0.081 0.00
H -1.221 4.444 -3.344 -0.010 -0.018 -0.003 0.00
H -3.690 2.752 2.678 -0.004 0.012 0.003 0.00
H -3.563 1.636 4.049 -0.010 0.016 0.014 0.00
H -3.142 1.099 2.432 0.031 0.020 0.002 0.00
H -1.577 1.424 5.270 -0.010 -0.006 0.015 0.00
H 0.359 1.225 6.619 0.002 -0.025 0.009 0.00
H 1.210 2.769 6.674 -0.001 0.011 0.003 0.00
H 1.927 1.402 5.828 -0.027 0.135 0.066 0.00
H 2.033 3.283 3.959 0.008 0.020 0.014 0.00
H 2.223 4.208 1.844 0.003 0.002 -0.006 0.00
H 0.802 5.147 1.366 -0.007 0.015 -0.013 0.00
H 1.116 3.594 0.609 -0.004 -0.038 -0.001 0.00
H 2.996 -2.410 -2.794 0.020 -0.009 0.002 0.00
H 3.081 -2.214 -4.549 -0.014 -0.009 -0.010 0.00
H 1.541 -2.033 -3.702 -0.013 0.000 0.003 0.00
H 1.987 0.085 -5.385 -0.008 -0.012 -0.007 0.00
H 1.622 2.259 -6.273 -0.014 -0.005 -0.008 0.00
H 3.043 3.257 -5.959 0.008 -0.011 -0.004 0.00
H 1.528 3.603 -5.133 0.087 0.015 -0.028 0.00
H 3.179 3.471 -3.077 -0.009 0.021 0.003 0.00
H 4.302 3.211 -1.026 -0.019 0.011 0.005 0.00
H 4.877 1.626 -0.485 0.027 0.009 -0.003 0.00
H 3.236 2.130 -0.121 -0.024 -0.032 0.014 0.00
Se -2.446 -2.999 -2.843 -0.025 0.100 -0.013 -0.01
S -2.602 -4.199 1.005 0.043 0.030 -0.188 0.08
C -3.607 -5.534 0.424 -0.084 0.041 0.091 0.01
C -4.164 -5.641 -0.847 0.034 0.059 -0.061 0.01
C -4.961 -6.726 -1.179 -0.022 -0.056 0.003 0.00
C -5.230 -7.725 -0.255 -0.013 0.008 -0.014 0.01
C -4.687 -7.620 1.019 -0.004 -0.048 -0.010 0.00
C -3.887 -6.542 1.353 0.041 0.013 0.043 0.01
H -3.965 -4.873 -1.582 0.003 -0.006 0.006 0.00
H -5.376 -6.786 -2.178 -0.006 0.002 -0.011 0.00
H -5.852 -8.570 -0.520 -0.003 -0.002 -0.001 0.00
H -4.882 -8.387 1.759 -0.006 -0.010 0.010 0.00
H -3.464 -6.468 2.347 0.006 0.003 0.013 0.00